This record from OMol25 describes a molecular structure, C25H57BeN7O18S2Sr at a distorted geometry. The level of theory is the ωB97M-V functional and the def2-TZVPD basis.

Its total energy is -97016.904 eV. As for the net charge: +2.

Each line ends with the Löwdin charge.
Cartesian coordinates (Å):
H (1.30093, 0.44214, -4.73283)  0.0729
Sr (3.65765, 1.29736, 0.46849)  1.5926
H (-1.18958, -1.66515, -2.07817)  0.1007
H (-2.72070, 5.94954, 4.28772)  0.1062
C (-4.59685, -1.48456, 0.39810)  -0.2134
H (-4.02527, -3.88304, -2.29504)  0.0945
H (3.65033, -0.89204, -5.56161)  0.0941
C (4.03683, -0.58549, -2.46950)  -0.3109
C (4.17463, -3.72423, -0.45856)  -0.0416
H (6.31749, -1.84687, 0.47407)  0.0739
H (-4.47192, -1.30786, -0.67021)  0.1227
H (-0.13109, -3.52064, 2.58831)  0.0892
O (-0.31742, -0.50525, 6.75665)  -0.2068
H (-2.67972, 2.74275, 0.35101)  0.0657
H (2.46149, -0.92929, 5.00270)  0.1467
O (4.50832, 0.06895, -1.54213)  -0.1936
H (-1.13329, -3.92628, 0.33723)  0.0690
O (0.60410, 3.94097, -4.20665)  -0.0065
O (7.24003, -3.36846, -2.32818)  -0.0028
H (4.11276, -4.64042, 0.12869)  0.0874
H (-4.51433, 4.06922, -2.40599)  0.0998
O (1.29116, -5.82832, 1.17919)  0.0533
H (-3.04845, -5.36506, -1.96683)  0.0978
C (4.04858, -1.44357, -4.70997)  -0.0480
H (2.24604, -0.04471, 3.52186)  0.1006
C (-3.61710, 3.60881, 4.25612)  -0.0394
C (1.69273, 1.17424, 5.14877)  -0.1816
C (-0.94129, -3.88381, -0.73489)  -0.0152
H (-3.88091, -4.53907, -0.74887)  0.0821
H (0.28544, -1.29282, 0.53172)  0.0776
C (6.47157, -2.92362, 0.40337)  -0.0362
H (6.12399, 0.07609, -5.01477)  0.1054
H (-4.06637, 5.84234, -2.15074)  0.0940
O (-1.95440, -0.07974, 4.92046)  -0.2404
H (3.23309, -2.09968, -4.40566)  0.0915
H (0.89303, -1.06981, -0.93014)  0.0726
N (-2.15421, -3.46287, -1.55839)  -0.1442
N (-2.41886, 3.93078, 3.60127)  -0.1551
N (0.72993, -5.43596, 2.17069)  -0.4353
H (3.04782, -1.04040, -2.30486)  0.1466
O (-5.77278, -0.99943, 0.92865)  -0.1679
H (-4.41801, 4.20546, 3.81947)  0.1098
H (5.24731, -3.84738, -2.62489)  0.1252
H (2.19525, 1.94195, 4.56039)  0.1281
C (1.84431, -0.16665, 4.52776)  -0.1843
C (-2.23592, 5.27078, -0.47380)  -0.2989
C (6.00358, -0.17699, -3.96142)  -0.0013
C (-3.46711, -0.86658, 1.22134)  -0.1405
O (0.29521, 1.41407, 5.16617)  -0.2257
H (-0.13426, -3.20285, -1.00527)  0.0623
C (-2.20632, 5.35521, 3.53254)  -0.0332
H (4.79010, -2.13751, -5.10583)  0.1014
S (-5.62431, 0.44532, 1.77396)  0.7665
H (-1.79472, 2.02225, 3.43039)  0.1350
H (2.04596, 1.15477, 6.17976)  0.1404
O (-1.25217, 4.90805, 0.12652)  -0.0619
H (1.48443, 2.09064, -5.39499)  0.0920
S (-0.54863, -0.01881, 5.41409)  0.7566
H (-0.59501, -4.90191, -0.91275)  0.0904
C (-1.16176, 0.91071, -3.70580)  -0.0526
H (-5.34715, 5.08785, -1.25765)  0.1001
C (-3.47958, 3.11584, -0.28860)  -0.0358
N (-3.34784, 4.50088, -0.74555)  -0.1539
H (-2.56900, -0.82151, 0.60534)  0.1124
N (4.64248, -0.63734, -3.65138)  -0.1317
C (-4.37363, 4.89475, -1.70829)  -0.0240
H (-0.63418, 0.16763, -3.10782)  0.0560
O (2.20754, -0.83863, 0.67231)  -0.4468
O (-6.29066, 1.56634, 1.11969)  -0.2415
C (6.06449, -3.52623, -1.96060)  -0.3290
O (-0.35742, 3.39491, 2.92099)  -0.0506
O (1.15223, 1.97029, -0.29036)  -0.3491
O (0.11596, -6.13846, 2.93291)  0.1057
H (-0.08329, 1.12009, 1.08713)  0.1039
H (6.25742, -3.38233, 1.36866)  0.0908
H (0.31116, 0.96489, -6.05146)  0.1012
H (7.50476, -3.20177, 0.19537)  0.0968
H (1.57758, -3.53048, 2.97448)  0.0990
O (-3.98627, 0.47782, 1.41701)  -0.2611
H (1.01512, -3.43662, 1.34102)  0.0568
O (-2.99795, -1.69002, -2.81271)  0.0034
H (-2.30567, 6.25329, -0.96576)  0.1509
H (3.68210, -2.96708, 0.15155)  0.0567
Be (1.02781, 4.18269, 0.94687)  1.0831
C (-0.10558, 3.10097, -3.65661)  -0.3284
H (-0.82773, 3.38519, -2.87563)  0.1265
H (-1.89728, 1.33622, -3.02312)  0.0794
H (-1.17780, 5.65791, 3.72904)  0.0917
C (0.93384, -0.56943, 0.03736)  -0.3137
H (-3.87131, 2.55245, 4.16904)  0.0980
H (-3.24948, -1.32045, 2.18817)  0.1310
N (5.63735, -3.46449, -0.65939)  -0.1737
C (0.31263, 0.91966, 0.09154)  -0.3038
O (0.54070, -0.70425, 4.43339)  -0.2179
H (-3.35460, 2.39241, -1.09428)  0.0913
C (0.83155, -3.93716, 2.29174)  0.0246
C (-1.43817, 3.05627, 3.30446)  -0.3274
H (-3.54077, 3.88432, 5.30797)  0.1129
H (-2.46811, 5.78776, 2.56691)  0.0896
O (-5.77342, 0.24717, 3.22011)  -0.2367
H (-0.67830, 0.96869, -0.35985)  0.0969
H (6.25726, 0.74752, -3.44274)  0.0885
N (-0.13865, 1.84452, -4.14123)  -0.1885
H (3.59426, -3.85227, -1.37227)  0.0792
C (-2.09984, -2.26917, -2.21520)  -0.3462
H (6.77124, -0.87931, -3.63653)  0.0979
C (0.77232, 1.31041, -5.12624)  -0.0368
H (-4.40516, 3.06588, 0.28492)  0.0860
C (-3.28755, -4.35184, -1.64384)  -0.0515
H (-4.49742, -2.56173, 0.53202)  0.1279
H (-1.58734, 0.37068, -4.55159)  0.1026